1.
Here is 4 unconnected molecules or ions with the total composition C28H49F11N3O10 in a non-equilibrium geometry from the OMol25 dataset. Energies are from ωB97M-V/def2-TZVPD.

Geometry as XYZ:
```
101
Properties=species:S:1:pos:R:3
C -0.229 -3.890 -0.510
C 0.718 -2.972 -1.277
N 1.969 -3.138 -1.148
C 0.250 -1.937 -2.276
C 0.342 -0.419 -1.944
C 0.331 0.237 -3.380
F -0.364 1.371 -3.392
F -0.347 -0.539 -4.244
C 1.730 0.400 -4.048
F 1.531 0.488 -5.359
F 2.354 1.518 -3.662
N 1.716 -0.333 -1.341
C 1.636 -0.430 0.145
O 2.529 0.372 0.791
C 3.117 -0.203 1.957
C 2.191 -0.213 3.177
C 1.622 -1.588 3.499
O 2.973 0.234 4.270
C 0.100 -0.279 0.406
C -0.657 0.223 -0.874
N -0.679 1.683 -0.752
C -1.439 2.334 0.289
O -2.096 3.313 0.031
F -1.414 1.871 1.535
C 0.517 2.441 -0.862
O 1.120 2.792 0.126
F 0.924 2.859 -2.039
C -2.000 -0.487 -1.115
F -1.991 -1.687 -0.533
F -2.250 -0.596 -2.419
C -3.303 0.177 -0.560
F -3.604 1.312 -1.152
F -3.322 0.255 0.757
F -4.285 -0.673 -0.903
H -0.194 -3.700 0.558
H -1.242 -3.863 -0.893
H 0.129 -4.899 -0.686
H 2.149 -3.874 -0.469
H -0.704 -2.269 -2.656
H 0.946 -2.098 -3.098
H 2.378 -0.467 -3.891
H 2.408 -0.949 -1.787
H 2.197 0.578 -1.460
H 1.821 -1.424 0.535
H 3.931 0.456 2.231
H 3.565 -1.184 1.783
H 1.374 0.505 3.067
H 0.886 -1.934 2.774
H 1.109 -1.517 4.456
H 2.399 -2.341 3.598
H 2.854 -0.355 5.015
H 0.071 0.362 1.283
H -0.228 -1.232 0.805
C 1.182 0.765 -8.739
O 0.457 0.329 -9.872
C 1.053 -0.790 -10.511
C 0.358 -2.079 -10.132
O 0.530 -2.382 -8.752
C -0.600 -2.046 -7.969
H 0.545 1.439 -8.169
H 1.473 -0.071 -8.098
H 2.082 1.308 -9.049
H 2.121 -0.845 -10.281
H 0.949 -0.639 -11.589
H 0.805 -2.901 -10.699
H -0.704 -2.032 -10.387
H -1.398 -2.782 -8.116
H -0.978 -1.049 -8.208
H -0.297 -2.062 -6.922
C -7.671 -1.647 2.588
O -7.562 -0.866 3.764
C -7.089 -1.601 4.882
C -5.619 -1.347 5.134
O -4.810 -1.848 4.075
C -4.390 -0.841 3.178
H -7.791 -0.968 1.744
H -6.781 -2.260 2.422
H -8.549 -2.298 2.643
H -7.282 -2.670 4.754
H -7.656 -1.259 5.753
H -5.321 -1.877 6.043
H -5.435 -0.280 5.290
H -3.582 -0.248 3.626
H -5.212 -0.179 2.894
H -4.013 -1.332 2.285
C 4.381 5.809 6.910
O 5.185 4.913 6.161
C 5.433 3.689 6.834
C 4.536 2.581 6.323
O 3.171 2.829 6.635
C 2.442 3.342 5.534
H 4.037 6.593 6.238
H 3.511 5.310 7.343
H 4.968 6.266 7.713
H 5.321 3.810 7.915
H 6.473 3.418 6.630
H 4.815 1.646 6.820
H 4.669 2.442 5.247
H 2.221 2.537 4.826
H 2.987 4.139 5.024
H 1.502 3.747 5.907
```

As for the net charge: +1. As for the largest force on an atom: 3.9 eV/Å. Its spin multiplicity is 1. The orbital gap comes out at 7.48 eV. As for the calculated total energy: -84655.106 eV.

Results of the Mulliken charge analysis, in e, for atoms 1 through 6:
1. C -1.61
2. C 0.00
3. N -0.49
4. C -1.23
5. C -0.84
6. C 0.63

2.
Here is C4H4N2O in the gas phase in a non-equilibrium geometry from the OMol25 dataset. Energies are from ωB97M-V/def2-TZVPD.

Geometry as XYZ:
```
11
Properties=species:S:1:pos:R:3
O -2.562 -0.747 0.416
C -1.457 -0.342 0.238
C -0.454 -0.062 -0.896
C 0.041 1.233 -0.588
N 1.151 1.184 0.171
C 1.365 -0.124 0.352
N 0.602 -0.887 -0.465
H -0.670 -0.157 1.136
H -0.450 2.182 -0.798
H 2.212 -0.526 0.887
H 0.477 -1.887 -0.343
```

As for the largest force on an atom: 1.9 eV/Å. The SMILES is O=Cc1cnc[nH]1. The calculation puts the energy above the lowest of the compared OMol25 structures with the same formula, charge and spin at 68.3 kcal/mol. Its spin multiplicity is 1. The orbital gap comes out at 9.38 eV. As for the calculated total energy: -9237.525 eV.

Results of the natural (NBO) charge analysis, in e, for atoms 1 through 6:
1. O -0.48
2. C 0.44
3. C -0.17
4. C 0.03
5. N -0.45
6. C 0.20

3.
Here is 2 unconnected molecules or ions with the total composition CH7N2O2P in a non-equilibrium geometry from the OMol25 dataset. Energies are from ωB97M-V/def2-TZVPD.

Geometry as XYZ:
```
13
Properties=species:S:1:pos:R:3
C 0.891 0.923 -0.340
N -0.147 -1.414 2.175
N -2.060 -0.251 -1.009
O 3.180 -0.334 0.655
O 1.032 -1.010 1.744
P 1.762 -0.570 0.366
H 0.862 0.780 -1.410
H -0.165 1.058 0.094
H 1.706 1.618 -0.196
H -1.084 -0.149 -1.381
H -0.992 -0.789 1.915
H -2.573 -0.567 -1.739
H -2.411 0.705 -0.875
```

As for the largest force on an atom: 4.1 eV/Å. The calculation puts the energy above the lowest of the compared OMol25 structures with the same formula, charge and spin at 125.9 kcal/mol. Its spin multiplicity is 1. The orbital gap (spin up / spin down) comes out at 8.41 / 8.44 eV. As for the calculated total energy: -17510.687 eV.

Results of the natural (NBO) charge analysis, in e, for atoms 1 through 6:
1. C -1.01
2. N -0.17
3. N -1.06
4. O -1.01
5. O -0.62
6. P 1.75

4.
Here is 2 unconnected molecules or ions with the total composition C5H8O2 from the OMol25 dataset. Energies are from ωB97M-V/def2-TZVPD.

Geometry as XYZ:
```
15
Properties=species:S:1:pos:R:3
C -2.337 -0.365 -1.220
C -1.150 -0.441 -0.306
O -1.140 0.359 0.828
C -0.172 -1.306 -0.515
O 0.674 -2.085 -0.751
H -3.253 -0.412 -0.620
H -2.351 0.573 -1.790
H -2.349 -1.197 -1.930
H -0.620 1.151 0.632
C 1.810 0.962 1.426
C 2.423 0.279 0.465
H 1.587 2.023 1.319
H 1.510 0.496 2.360
H 2.715 0.740 -0.475
H 2.653 -0.778 0.576
```

As for the largest force on an atom: 0.9 eV/Å. The SMILES is CC(O)=C=O.C=C. The calculation puts the energy above the lowest of the compared OMol25 structures with the same formula, charge and spin at 62.4 kcal/mol. Its spin multiplicity is 1. The orbital gap comes out at 9.28 eV. As for the calculated total energy: -9407.128 eV.

Results of the natural (NBO) charge analysis, in e, for atoms 1 through 6:
1. C -0.63
2. C -0.03
3. O -0.68
4. C 0.66
5. O -0.46
6. H 0.22

5.
Here is a molecular structure, C14H22CoF6N3O4S2Si2 in a non-equilibrium geometry from the OMol25 dataset. Energies are from ωB97M-V/def2-TZVPD.

Geometry as XYZ:
```
54
Properties=species:S:1:pos:R:3
Co 0.213 0.026 0.409
C 3.348 0.728 -0.682
Si 3.143 -1.120 -0.291
C 4.028 -2.019 -1.755
C 4.008 -1.560 1.366
N 1.439 -1.403 -0.223
C 0.787 -2.576 -0.203
C 1.423 -3.826 -0.266
C 0.706 -5.000 -0.266
C -0.686 -4.968 -0.200
C -1.345 -3.762 -0.112
C -0.652 -2.541 -0.100
N -1.238 -1.336 0.016
Si -2.926 -0.995 0.107
C -3.198 0.882 0.103
C -3.870 -1.630 -1.452
C -3.770 -1.671 1.696
H 4.389 1.034 -0.701
H 2.841 1.318 0.072
H 2.904 0.967 -1.643
H 5.035 -1.634 -1.879
H 3.494 -1.829 -2.681
H 4.104 -3.095 -1.645
H 4.954 -1.037 1.484
H 4.199 -2.624 1.473
H 3.359 -1.256 2.182
H 2.501 -3.839 -0.285
H 1.226 -5.949 -0.304
H -1.248 -5.893 -0.199
H -2.420 -3.737 -0.021
H -2.660 1.348 -0.713
H -2.830 1.318 1.024
H -4.248 1.136 0.006
H -3.394 -1.256 -2.353
H -4.894 -1.270 -1.449
H -3.903 -2.711 -1.533
H -3.212 -1.327 2.562
H -3.810 -2.755 1.738
H -4.787 -1.298 1.786
F 2.423 1.601 3.563
C 1.192 1.898 3.967
F 1.006 3.214 3.831
F 1.166 1.643 5.288
S -0.150 0.856 3.086
O 0.625 -0.198 2.488
O -1.036 0.492 4.142
N -0.852 1.821 2.070
S 0.029 2.318 0.860
O 1.402 2.486 1.222
O -0.294 1.884 -0.480
C -0.666 4.076 0.812
F -0.114 4.826 -0.154
F -0.460 4.723 1.964
F -1.985 4.068 0.602
```

As for the net charge: -1. As for the largest force on an atom: 4.6 eV/Å. Its spin multiplicity is 2. The orbital gap (spin up / spin down) comes out at 5.30 / 6.28 eV. As for the calculated total energy: -118895.781 eV.

Results of the natural (NBO) charge analysis, in e, for atoms 1 through 6:
1. Co 1.14
2. C -1.13
3. Si 1.77
4. C -1.10
5. C -1.12
6. N -1.12

6.
Here is C3H6O in the gas phase in a non-equilibrium geometry from the OMol25 dataset. Energies are from ωB97M-V/def2-TZVPD.

Geometry as XYZ:
```
10
Properties=species:S:1:pos:R:3
O -0.496 -1.042 -0.923
C -0.358 -0.276 0.251
C 0.924 0.270 0.710
C -0.132 1.174 0.012
H 0.291 -1.727 -0.830
H -1.072 -0.533 1.005
H 1.723 0.059 0.043
H 1.072 0.301 1.738
H -0.881 1.889 0.614
H 0.234 1.344 -1.027
```

As for the largest force on an atom: 4.2 eV/Å. The SMILES is OC1CC1. The calculation puts the energy above the lowest of the compared OMol25 structures with the same formula, charge and spin at 42.3 kcal/mol. Its spin multiplicity is 1. The orbital gap comes out at 10.96 eV. As for the calculated total energy: -5253.858 eV.

Results of the natural (NBO) charge analysis, in e, for atoms 1 through 6:
1. O -0.70
2. C 0.06
3. C -0.45
4. C -0.44
5. H 0.46
6. H 0.17